[1]
{"formula": "C40H51N6O", "method": "ωB97M-V/def2-TZVPD", "de_lowest_kcal_mol": 0.00, "orbital_gap_ev": 7.0, "homo_energy_ev": -10.981, "charge": 1, "elements": ["C", "C", "C", "C", "C", "C", "N", "C", "C", "C", "C", "O", "C", "C", "C", "C", "C", "H", "H", "H", "H", "H", "H", "H", "H", "H", "H", "H", "H", "H", "H", "H", "H", "H", "H", "H", "H", "H", "H", "H", "H", "H", "H", "N", "C", "C", "C", "C", "C", "H", "H", "H", "H", "H", "N", "C", "C", "C", "C", "C", "H", "H", "H", "H", "H", "N", "C", "C", "C", "C", "C", "H", "H", "H", "H", "H", "N", "C", "C", "C", "C", "C", "H", "H", "H", "H", "H", "N", "C", "C", "C", "C", "C", "H", "H", "H", "H", "H"], "coordinates": [[7.21, -1.39, 0.84], [6.05, -0.51, 0.24], [5.64, 0.71, 1.15], [4.70, 1.70, 0.33], [3.89, 2.60, 1.34], [2.94, 3.64, 0.65], [1.70, 3.06, 0.08], [1.10, 3.79, -0.93], [-0.11, 3.37, -1.61], [-0.74, 2.14, -1.18], [-0.12, 1.40, -0.09], [-0.62, 0.24, 0.43], [-1.97, 0.39, 0.95], [-2.75, -0.96, 0.58], [-1.78, -2.18, 0.40], [-1.03, -2.57, 1.74], [1.11, 1.90, 0.49], [7.30, -2.29, 0.18], [8.21, -0.88, 0.84], [6.93, -1.76, 1.87], [5.13, -1.15, 0.08], [6.38, -0.19, -0.78], [6.55, 1.23, 1.53], [5.03, 0.33, 2.01], [4.06, 1.17, -0.42], [5.41, 2.41, -0.19], [3.36, 1.95, 2.10], [4.65, 3.17, 1.93], [2.74, 4.46, 1.39], [3.51, 4.10, -0.20], [1.56, 4.75, -1.26], [-0.52, 4.02, -2.41], [-1.67, 1.73, -1.64], [-2.51, 1.28, 0.56], [-1.99, 0.48, 2.07], [-3.39, -0.81, -0.32], [-3.40, -1.19, 1.47], [-2.43, -3.06, 0.15], [-1.08, -2.07, -0.47], [-0.19, -3.29, 1.56], [-1.76, -3.06, 2.43], [-0.62, -1.63, 2.21], [1.59, 1.31, 1.30], [-5.55, -2.16, -1.69], [-4.94, -1.92, -2.86], [-5.58, -1.96, -4.09], [-6.93, -2.29, -4.11], [-7.58, -2.55, -2.92], [-6.85, -2.47, -1.74], [-3.89, -1.67, -2.79], [-5.04, -1.76, -5.00], [-7.47, -2.34, -5.05], [-8.63, -2.80, -2.90], [-7.32, -2.66, -0.78], [1.23, -4.69, 3.15], [1.97, -5.44, 2.32], [3.31, -5.73, 2.52], [3.93, -5.22, 3.65], [3.19, -4.44, 4.53], [1.85, -4.21, 4.23], [1.44, -5.81, 1.45], [3.85, -6.35, 1.82], [4.97, -5.43, 3.85], [3.64, -4.02, 5.42], [1.23, -3.60, 4.89], [8.54, 2.52, 2.18], [8.95, 3.64, 1.56], [10.27, 4.03, 1.47], [11.24, 3.23, 2.06], [10.84, 2.07, 2.71], [9.49, 1.76, 2.74], [8.16, 4.24, 1.12], [10.54, 4.94, 0.96], [12.28, 3.50, 2.01], [11.56, 1.41, 3.18], [9.13, 0.86, 3.23], [-10.03, -3.92, -4.45], [-9.95, -5.18, -4.89], [-10.97, -5.83, -5.55], [-12.15, -5.15, -5.78], [-12.27, -3.84, -5.34], [-11.18, -3.27, -4.68], [-9.01, -5.68, -4.68], [-10.85, -6.86, -5.89], [-12.98, -5.62, -6.30], [-13.17, -3.27, -5.50], [-11.22, -2.25, -4.32], [-1.16, 7.07, 1.56], [-1.06, 5.80, 1.14], [-2.08, 5.14, 0.47], [-3.27, 5.81, 0.24], [-3.39, 7.12, 0.67], [-2.31, 7.70, 1.33], [-0.12, 5.31, 1.35], [-1.95, 4.12, 0.15], [-4.09, 5.33, -0.28], [-4.30, 7.69, 0.51], [-2.36, 8.72, 1.68]], "lowdin_charge": [-0.12, -0.27, -0.21, -0.20, -0.19, -0.12, -0.04, -0.02, 0.00, 0.06, -0.20, -0.08, -0.16, -0.16, -0.26, -0.11, 0.11, 0.07, 0.07, 0.07, 0.11, 0.11, 0.09, 0.11, 0.11, 0.12, 0.11, 0.13, 0.14, 0.14, 0.15, 0.13, 0.15, 0.12, 0.13, 0.09, 0.12, 0.11, 0.10, 0.05, 0.08, 0.07, 0.15, 0.04, -0.18, -0.08, -0.08, -0.07, -0.15, 0.09, 0.10, 0.10, 0.07, 0.10, 0.05, -0.15, -0.07, -0.08, -0.07, -0.15, 0.10, 0.10, 0.11, 0.10, 0.10, 0.04, -0.16, -0.07, -0.07, -0.07, -0.15, 0.10, 0.10, 0.11, 0.11, 0.10, 0.04, -0.14, -0.07, -0.08, -0.07, -0.15, 0.11, 0.10, 0.11, 0.10, 0.10, 0.06, -0.17, -0.08, -0.07, -0.06, -0.14, 0.09, 0.07, 0.11, 0.11, 0.11]}

=====

[2]
{"formula": "C40H52CrFN4S2Si", "method": "ωB97M-V/def2-TZVPD", "de_lowest_kcal_mol": 26.54, "spin_multiplicity": 2, "orbital_gap_ev": [5.3, 5.2], "homo_energy_ev": [-6.887, -6.832], "elements": ["Cr", "S", "C", "N", "C", "C", "N", "C", "C", "C", "C", "C", "C", "C", "C", "S", "C", "C", "C", "C", "C", "C", "C", "H", "H", "H", "H", "H", "H", "H", "H", "H", "H", "H", "H", "H", "H", "H", "H", "H", "H", "C", "Si", "C", "C", "N", "C", "C", "C", "C", "C", "C", "F", "H", "H", "H", "H", "H", "H", "H", "H", "H", "H", "H", "H", "H", "C", "N", "C", "C", "C", "C", "C", "C", "C", "C", "H", "H", "H", "H", "H", "H", "H", "H", "H", "H", "H", "H", "C", "C", "C", "C", "H", "H", "H", "H", "H", "H", "H", "H", "H"], "coordinates": [[-0.33, -0.99, -1.21], [1.76, -1.09, 0.62], [1.32, 0.01, 1.81], [2.00, 0.08, 2.98], [1.57, 0.99, 4.03], [1.00, 2.24, 3.41], [-0.09, 1.86, 2.52], [-1.15, 2.83, 2.29], [-1.70, 3.37, 3.59], [-2.25, 2.49, 4.52], [-2.77, 2.97, 5.71], [-2.75, 4.33, 5.98], [-2.20, 5.21, 5.06], [-1.68, 4.73, 3.87], [0.20, 0.90, 1.59], [-0.73, 0.85, 0.17], [3.24, -0.65, 3.23], [4.43, 0.27, 3.16], [5.18, 0.56, 4.29], [6.26, 1.44, 4.22], [6.58, 2.04, 3.01], [5.82, 1.76, 1.88], [4.75, 0.88, 1.95], [2.42, 1.24, 4.65], [0.80, 0.51, 4.65], [1.79, 2.77, 2.86], [0.60, 2.90, 4.18], [-1.94, 2.33, 1.74], [-0.78, 3.65, 1.66], [-2.28, 1.43, 4.31], [-3.20, 2.29, 6.43], [-3.16, 4.71, 6.91], [-2.18, 6.27, 5.26], [-1.25, 5.41, 3.15], [3.32, -1.43, 2.49], [3.17, -1.12, 4.22], [4.94, 0.09, 5.24], [6.84, 1.66, 5.10], [7.41, 2.73, 2.95], [6.07, 2.23, 0.93], [4.17, 0.65, 1.07], [4.15, -0.79, -2.05], [2.50, -0.10, -2.69], [2.12, 1.57, -1.88], [2.71, 0.42, -4.50], [1.20, -1.27, -2.51], [1.06, -2.27, -3.43], [2.01, -2.67, -4.40], [1.71, -3.64, -5.34], [0.47, -4.27, -5.38], [-0.47, -3.94, -4.41], [-0.13, -3.00, -3.48], [-1.02, -2.69, -2.48], [4.90, 0.01, -1.97], [4.55, -1.55, -2.72], [4.04, -1.24, -1.06], [2.82, 2.31, -2.28], [2.24, 1.56, -0.79], [1.11, 1.90, -2.11], [3.75, 0.67, -4.71], [2.11, 1.31, -4.70], [2.40, -0.35, -5.21], [2.99, -2.22, -4.40], [2.46, -3.92, -6.07], [0.24, -5.01, -6.13], [-1.44, -4.41, -4.36], [-4.24, -1.98, -2.15], [-4.71, -0.83, -1.40], [-5.85, -0.21, -2.05], [-3.64, 0.09, -1.03], [-2.82, 0.64, -2.18], [-3.38, 1.65, -2.96], [-2.75, 2.12, -4.10], [-1.53, 1.55, -4.47], [-0.95, 0.58, -3.66], [-1.56, 0.11, -2.49], [-5.05, -2.71, -2.22], [-3.41, -2.44, -1.62], [-3.91, -1.73, -3.17], [-6.65, -0.94, -2.11], [-5.63, 0.13, -3.07], [-6.19, 0.64, -1.46], [-2.96, -0.44, -0.36], [-4.10, 0.91, -0.47], [-4.32, 2.10, -2.66], [-3.19, 2.90, -4.70], [-1.03, 1.87, -5.37], [0.01, 0.19, -3.98], [-3.25, -2.90, 0.99], [-2.02, -3.48, 0.29], [-1.59, -4.75, 1.03], [-0.85, -2.50, 0.22], [-4.01, -3.67, 1.14], [-3.71, -2.09, 0.43], [-2.96, -2.51, 1.98], [-2.31, -3.78, -0.72], [-1.31, -4.51, 2.06], [-0.73, -5.22, 0.54], [-2.41, -5.48, 1.05], [0.06, -3.09, 0.04], [-0.73, -2.04, 1.21]], "mulliken_spin": [1.13, 0.03, -0.03, -0.01, 0.00, 0.00, -0.02, 0.00, -0.01, 0.00, 0.00, 0.00, 0.00, 0.00, -0.01, 0.00, 0.00, 0.00, 0.00, 0.00, 0.00, 0.00, 0.00, 0.00, 0.00, 0.00, 0.00, 0.00, 0.00, 0.00, 0.00, 0.00, 0.00, 0.00, 0.00, 0.00, 0.00, 0.00, 0.00, 0.00, 0.00, 0.00, 0.00, 0.00, 0.00, -0.02, 0.00, 0.01, 0.00, 0.00, 0.00, 0.01, 0.00, 0.00, 0.00, 0.00, 0.00, 0.00, 0.00, 0.00, 0.00, 0.00, 0.00, 0.00, 0.00, 0.00, 0.01, 0.00, 0.00, 0.01, 0.01, -0.02, 0.02, -0.01, 0.06, -0.05, 0.00, 0.00, 0.00, 0.00, 0.00, 0.00, -0.01, 0.00, 0.00, 0.00, 0.00, 0.00, 0.00, 0.02, -0.01, -0.10, 0.00, 0.00, 0.00, 0.00, 0.00, 0.00, 0.00, 0.00, 0.01]}